# 1
DFT (wB97M-V/def2-TZVPD) results for 3 unconnected molecules or ions with the total composition CH3FN2O in a non-equilibrium geometry.

Calculated values
Total charge: 0
Orbital gap (alpha / beta) (eV): 8.0405 / 9.8325

Geometry (Å):
C (-0.5023, 0.5714, 0.3188)
N (0.7548, 0.3084, 0.5001)
N (-1.6533, 0.5091, 0.1772)
O (2.8395, 0.4379, -0.0212)
F (-2.8368, -1.5128, -0.9794)
H (1.1623, 0.3408, 1.4230)
H (2.7573, 0.0953, -0.9174)
H (-2.5214, -0.7501, -0.5012)

Forces on atoms 1 to 6 (eV/Å):
C 2.25 -0.51 1.01
N -1.09 -0.38 -0.76
N -1.06 0.54 -0.23
O 0.56 0.43 0.28
F 0.13 0.32 0.30
H -0.25 0.35 0.34



# 2
DFT (wB97M-V/def2-TZVPD) results for a molecular structure, C18H23BeIN2 in a non-equilibrium geometry.

Calculated values
Total charge: 0
Orbital gap (eV): 7.1622

Geometry (Å):
C (-1.9203, -2.5567, 0.2679)
C (-2.2586, -1.8673, -1.1386)
H (-1.3294, -3.4888, 0.2217)
H (-2.9226, -2.8981, 0.5578)
H (-1.6241, -1.9471, 1.1322)
H (-1.4678, -1.5838, -1.8602)
H (-2.7738, -2.6462, -1.7194)
H (-2.9342, -1.0142, -1.0175)
C (2.3353, -1.5234, 1.3056)
C (3.7380, -1.5263, 1.3791)
C (4.4615, -1.1278, 0.2485)
C (3.7648, -0.7532, -0.8981)
H (1.7252, -1.8831, 2.1383)
H (4.2187, -1.8414, 2.2964)
H (5.5484, -1.1093, 0.2431)
H (4.2758, -0.4826, -1.8198)
N (1.6901, -1.1301, 0.2242)
C (2.3521, -0.7176, -0.8712)
C (1.5621, -0.2620, -2.0266)
N (0.2107, -0.3884, -1.9721)
C (-0.5234, 0.3103, -2.8639)
C (1.4204, 0.9589, -4.1212)
C (0.0368, 0.9817, -3.9449)
H (-1.6064, 0.3005, -2.7137)
H (-0.6251, 1.4942, -4.6369)
C (2.1820, 0.3191, -3.1457)
H (3.2644, 0.2809, -3.2256)
H (1.9029, 1.4354, -4.9732)
Be (-0.6728, -1.3912, -0.7129)
I (0.6971, -3.5704, -1.3999)
C (-2.6674, 2.6574, 1.5366)
C (-1.5665, 1.8308, 2.2074)
C (-0.3948, 2.7322, 2.5891)
C (-2.1195, 1.1735, 3.4791)
C (-1.1278, 0.8112, 1.2486)
C (-0.9288, -0.0641, 0.4242)
H (-3.0171, 3.4422, 2.2146)
H (-3.5159, 2.0140, 1.2756)
H (-2.2859, 3.1179, 0.6209)
H (-0.7491, 3.5202, 3.2613)
H (0.3805, 2.1529, 3.1019)
H (0.0409, 3.1938, 1.6973)
H (-2.9489, 0.4976, 3.2397)
H (-1.3376, 0.6022, 3.9884)
H (-2.4899, 1.9464, 4.1615)

Forces on atoms 1 to 6 (eV/Å):
C -1.91 -1.58 0.63
C -2.41 -1.31 0.04
H -0.33 0.77 -0.29
H 0.02 0.06 -0.04
H 0.11 -0.02 -0.78
H -0.80 -0.50 -0.56



The records above give, respectively, energy relative to the best compared isomer or geometry (same formula, charge and spin) values of 4.341; 3.071 eV.